Record 1
Density functional theory data (ωB97M-V/def2-TZVPD) for a structure of composition C18H27N2O5P2SV at a distorted geometry.

Properties
* energy: -3212.139053 Eh
* HOMO-LUMO gap (spin up / spin down): 6.11 / 6.75 eV
* charge: +2
* max |F|: 4.5 eV/A
* LUMO energy (spin up / spin down): -0.3081 / -0.2854 Eh
* molecular weight: 496.4 u
* spin multiplicity: 3

Last column: Löwdin spin population.
Cartesian coordinates (Å):
V (-0.0120, 0.8598, -0.0772)  2.01
P (-2.2980, 0.1673, -0.5328)  -0.01
C (-2.2345, 0.8820, -2.2355)  0.01
C (-0.8850, 1.3647, -2.8126)  0.00
N (0.1905, 1.2780, -1.9945)  0.00
C (1.4616, 1.4748, -2.4357)  0.01
C (1.6767, 2.2144, -3.6038)  0.00
C (0.5489, 2.5125, -4.3813)  0.00
C (-0.7166, 1.9938, -4.0604)  0.00
C (2.5396, 1.0401, -1.4585)  0.01
P (2.2070, -0.4736, -0.3435)  -0.02
H (-1.6039, 2.1116, -4.7054)  0.00
H (2.7013, 2.5422, -3.8596)  0.00
H (0.6565, 3.1534, -5.2574)  0.00
H (3.4809, 0.7848, -1.9606)  0.00
H (2.7641, 1.8695, -0.7576)  0.00
H (-2.7021, 0.1050, -2.9023)  0.00
H (-2.9767, 1.7122, -2.2235)  0.00
H (-1.7086, -3.6683, -3.9336)  0.00
O (-1.6038, -2.8895, -4.5006)  0.00
H (-2.4613, -2.8540, -4.9527)  0.00
H (-0.2017, -2.9129, -1.7076)  0.00
O (0.0594, -3.5451, -0.9735)  0.00
H (0.8300, -3.9865, -1.3661)  0.00
C (2.8761, -1.8102, -1.4409)  0.00
H (3.9254, -1.6318, -1.7305)  0.00
H (2.8176, -2.7887, -0.9376)  0.00
H (2.2689, -1.8704, -2.3572)  0.00
C (3.5363, -0.3272, 0.9432)  -0.01
H (3.5487, -1.2408, 1.5566)  0.00
H (4.5410, -0.1847, 0.5208)  0.00
H (3.3113, 0.5191, 1.6081)  0.00
C (-3.0891, 1.6760, 0.1484)  0.00
H (-4.0508, 1.7941, -0.3693)  0.00
H (-3.2461, 1.5939, 1.2259)  0.00
H (-2.4551, 2.5561, -0.0456)  0.00
C (-3.5646, -1.1747, -0.4280)  0.00
H (-3.8360, -1.3928, 0.6211)  0.00
H (-4.4971, -0.9265, -0.9638)  0.00
H (-3.1549, -2.1060, -0.8571)  0.00
O (1.5481, 3.5728, 5.4602)  0.00
S (1.7773, 2.4400, 4.5946)  0.00
O (3.0610, 1.7960, 4.6293)  0.00
N (1.2819, 2.7566, 3.0324)  -0.01
C (0.3168, 1.9700, 2.5917)  0.01
O (-0.0738, 1.9991, 1.3392)  0.01
C (-0.1991, 1.0268, 3.6071)  0.00
C (-1.0815, -0.0565, 3.4294)  0.00
C (-1.3146, -0.8883, 4.5215)  0.00
C (-0.6515, -0.6839, 5.7366)  0.00
C (0.2865, 0.3475, 5.8652)  0.00
C (0.5064, 1.1907, 4.7836)  0.00
H (-1.5410, -0.2446, 2.4493)  0.00
H (-2.0135, -1.7137, 4.4168)  0.00
H (-0.8703, -1.3432, 6.5723)  0.00
H (0.8359, 0.5127, 6.7797)  0.00

***

Record 2
Density functional theory data (ωB97M-V/def2-TZVPD) for a structure of composition C34H40BaCl3N8O9.

Properties
* energy: -3840.814811 Eh
* energy relative to the best compared isomer or geometry (same formula, charge and spin): 0.0 kcal/mol
* HOMO-LUMO gap: 8.56 eV
* charge: +1
* max |F|: 0.9 eV/A
* LUMO energy: -0.0722 Eh
* molecular weight: 948.4 u
* spin multiplicity: 1

Last column: Löwdin charge in e.
Cartesian coordinates (Å):
Ba (-0.0398, 0.1855, 0.3100)  2.07
C (-2.0988, -1.2713, -2.2787)  -0.17
C (-1.4190, -0.0056, -2.8024)  -0.16
O (-0.0120, 0.0519, -2.5717)  -0.28
C (0.8094, -0.7909, -3.3726)  -0.15
C (1.0012, -2.1715, -2.7732)  -0.17
O (1.4880, -2.0971, -1.4401)  -0.17
C (2.8966, -2.2376, -1.2849)  -0.16
C (3.4324, -1.1063, -0.4463)  -0.18
O (2.6973, -1.1011, 0.7683)  -0.21
C (3.1931, -0.2220, 1.7657)  -0.20
C (2.4729, -0.5752, 3.0406)  -0.17
O (1.0792, -0.3483, 2.8524)  -0.26
C (0.2384, -1.2898, 3.5261)  -0.16
C (0.0068, -2.5250, 2.6822)  -0.16
O (-0.7807, -2.1444, 1.5560)  -0.27
C (-1.1422, -3.2196, 0.6982)  -0.16
C (-2.0920, -2.6956, -0.3545)  -0.15
O (-1.4191, -1.6929, -1.1061)  -0.32
H (-2.0884, -2.0911, -3.0064)  0.13
H (-3.1409, -1.0242, -2.0528)  0.14
H (-1.8230, 0.8564, -2.2704)  0.11
H (-1.6360, 0.1158, -3.8674)  0.14
H (1.7724, -0.2792, -3.4438)  0.13
H (0.3950, -0.8735, -4.3831)  0.14
H (1.6830, -2.7458, -3.4077)  0.14
H (0.0571, -2.7108, -2.7340)  0.12
H (3.4068, -2.2435, -2.2517)  0.14
H (3.0921, -3.1913, -0.7864)  0.14
H (3.3093, -0.1529, -0.9646)  0.10
H (4.4993, -1.2659, -0.2495)  0.14
H (2.9986, 0.8191, 1.4831)  0.10
H (4.2737, -0.3418, 1.9014)  0.14
H (2.8373, 0.0345, 3.8723)  0.14
H (2.6589, -1.6278, 3.2697)  0.14
H (-0.7089, -0.7805, 3.7048)  0.13
H (0.6793, -1.5737, 4.4845)  0.14
H (-0.5301, -3.2822, 3.2629)  0.14
H (0.9560, -2.9550, 2.3401)  0.14
H (-1.6529, -4.0019, 1.2690)  0.14
H (-0.2442, -3.6385, 0.2309)  0.14
H (-2.9867, -2.2661, 0.1089)  0.13
H (-2.3887, -3.5230, -1.0081)  0.14
C (-2.7996, 5.6438, 0.4777)  -0.09
N (-1.7381, 4.6655, 0.6287)  -0.13
C (-1.3617, 3.6929, -0.2022)  -0.15
N (-0.2751, 3.0936, 0.2596)  -0.01
C (-0.0321, 3.7737, 1.4133)  -0.21
N (-0.8858, 4.7324, 1.6723)  0.14
C (-2.3912, 6.8172, -0.3842)  -0.19
C (-3.3639, 7.6414, -0.9391)  -0.03
C (-2.9999, 8.7676, -1.6635)  -0.05
C (-1.6626, 9.0796, -1.8487)  -0.01
C (-0.6900, 8.2464, -1.3084)  -0.13
C (-1.0534, 7.1207, -0.5775)  0.03
C (0.7258, 8.5615, -1.4806)  -0.29
N (1.2795, 9.6932, -1.7391)  0.13
N (2.6483, 9.4621, -1.7710)  0.13
C (2.8107, 8.2089, -1.5336)  -0.29
O (1.6347, 7.5621, -1.3390)  0.13
C (4.0548, 7.4443, -1.4740)  -0.13
C (5.2555, 8.1101, -1.2512)  -0.01
C (6.4360, 7.3881, -1.2119)  -0.05
C (6.4205, 6.0149, -1.4069)  -0.04
C (5.2235, 5.3508, -1.6494)  -0.19
C (5.2664, 3.8759, -1.9744)  -0.07
N (4.0423, 3.1520, -1.6693)  -0.12
C (3.6609, 2.5605, -0.5340)  -0.14
N (2.4479, 2.0530, -0.6620)  0.03
C (2.1181, 2.3987, -1.9357)  -0.22
N (3.0532, 3.0567, -2.5819)  0.13
C (4.0364, 6.0669, -1.6717)  0.03
H (-3.0386, 5.9817, 1.4857)  0.14
H (-3.6784, 5.1398, 0.0768)  0.10
H (-1.9064, 3.4459, -1.0988)  0.14
H (0.7875, 3.5478, 2.0761)  0.12
H (-4.4128, 7.4079, -0.7977)  0.12
H (-3.7644, 9.4038, -2.0885)  0.11
H (-1.3637, 9.9546, -2.4095)  0.12
H (-0.2816, 6.4997, -0.1420)  0.12
H (5.2480, 9.1817, -1.1071)  0.12
H (7.3726, 7.8961, -1.0268)  0.11
H (7.3501, 5.4581, -1.3793)  0.12
H (6.0854, 3.3891, -1.4454)  0.13
H (5.4304, 3.7363, -3.0430)  0.14
H (4.2919, 2.5129, 0.3398)  0.14
H (1.1738, 2.1543, -2.3942)  0.10
H (3.0965, 5.5686, -1.8712)  0.12
Cl (-5.1643, -0.1019, 1.3604)  0.61
C (-4.1415, 1.2093, 1.9816)  -1.50
Cl (-4.7718, 2.7718, 1.4022)  0.62
Cl (-4.1630, 1.1878, 3.7367)  0.63
C (-2.6992, 1.0407, 1.4030)  -0.90
O (-1.7442, 1.0569, 2.1970)  -0.17
O (-2.6308, 0.8910, 0.1599)  -0.21

***

Record 3
Density functional theory data (ωB97M-V/def2-TZVPD) for a structure of composition C31H45BrN2P2Pt at a distorted geometry.

Properties
* energy: -4691.963078 Eh
* energy relative to the best compared isomer or geometry (same formula, charge and spin): 8.8 kcal/mol
* HOMO-LUMO gap (spin up / spin down): 7.77 / 4.96 eV
* charge: +4
* max |F|: 4.7 eV/A
* LUMO energy (spin up / spin down): -0.4183 / -0.5195 Eh
* molecular weight: 782.6 u
* spin multiplicity: 5

Last column: Löwdin spin population.
Cartesian coordinates (Å):
C (-0.7561, 6.3859, -4.0302)  0.05
C (-0.9753, 5.0505, -4.4415)  -0.01
C (-1.2524, 4.8786, -5.8165)  0.06
C (-1.4045, 6.0122, -6.6485)  0.08
N (-1.2688, 7.2525, -6.1997)  0.73
C (-0.9260, 7.4465, -4.9276)  0.08
C (-0.9574, 3.9208, -3.5057)  0.05
C (-1.0182, 3.0980, -2.5858)  -0.01
C (-1.2963, 2.6649, -1.2754)  0.06
C (-0.2351, 2.7596, -0.4058)  0.00
C (-0.2645, 1.9624, 0.7682)  0.04
C (-1.5360, 1.1888, 1.0029)  0.10
C (-2.6773, 1.3120, 0.1248)  0.02
C (-2.5241, 2.0541, -1.0004)  0.06
Pt (0.0867, -0.1669, 0.1952)  0.85
P (1.9333, -1.4669, 0.7198)  0.19
H (-1.3749, 3.8952, -6.2308)  0.01
H (-0.4815, 6.6092, -3.0019)  0.01
H (-1.6487, 5.8701, -7.6988)  0.02
H (-0.7793, 8.4670, -4.5750)  0.01
H (-3.3364, 2.0677, -1.7149)  0.00
H (0.6070, 3.3793, -0.7378)  0.00
H (-3.5802, 0.7084, 0.3360)  0.00
H (0.5814, 2.0100, 1.5015)  0.00
C (2.0247, -3.0468, 1.7256)  0.02
C (2.9518, -4.1620, 1.2100)  0.01
H (0.9852, -3.4163, 1.8421)  0.00
H (2.3549, -2.7321, 2.7403)  0.00
H (3.0126, -5.0053, 1.9140)  0.00
H (2.5954, -4.5655, 0.2577)  0.00
H (3.9749, -3.7936, 1.0691)  0.00
C (2.2941, -1.7351, -1.0761)  0.10
C (3.2114, -0.7086, -1.7278)  0.01
H (1.3114, -1.7978, -1.5626)  0.02
H (2.7503, -2.7309, -1.0836)  0.02
H (3.1518, -0.8260, -2.8113)  0.00
H (2.9977, 0.3308, -1.4647)  0.00
H (4.2387, -0.9328, -1.4318)  0.00
C (3.3360, -0.4616, 1.3863)  0.02
C (4.7130, -1.1412, 1.3360)  0.01
H (3.0457, -0.2113, 2.4190)  0.00
H (3.3118, 0.4873, 0.8326)  0.00
H (5.5071, -0.4039, 1.5118)  0.00
H (4.8074, -1.9116, 2.1101)  0.00
H (4.9335, -1.6234, 0.3741)  0.00
Br (-2.5908, -0.2130, 2.1563)  0.02
P (-2.3187, -3.0633, -0.9771)  0.60
C (-0.5975, -3.6004, -0.9275)  0.09
C (-0.3262, -5.0275, -1.4034)  0.02
H (-0.3608, -3.5222, 0.1486)  0.02
H (-0.0613, -2.8645, -1.5432)  0.00
H (0.7512, -5.1398, -1.5564)  0.00
H (-0.6025, -5.7393, -0.6216)  0.00
H (-0.8573, -5.2817, -2.3259)  0.00
C (-3.0575, -3.2151, 0.6668)  0.09
C (-4.5027, -3.7416, 0.6474)  0.02
H (-3.0117, -2.1819, 1.0578)  0.02
H (-2.4190, -3.8611, 1.2903)  0.00
H (-4.8601, -3.7849, 1.6834)  0.00
H (-5.1726, -3.0536, 0.1168)  0.00
H (-4.6283, -4.7505, 0.2209)  0.00
C (-2.4665, -1.4287, -1.7179)  0.10
C (-2.8407, -1.4772, -3.2102)  0.02
H (-1.4568, -1.0011, -1.5235)  0.03
H (-3.2310, -0.8801, -1.1425)  0.00
H (-3.1400, -0.4791, -3.5249)  0.00
H (-1.9920, -1.7719, -3.8287)  0.00
H (-3.6892, -2.1457, -3.3837)  0.00
C (1.4787, 2.6283, 6.5689)  0.00
C (0.9625, 1.8015, 5.4003)  -0.01
C (1.4512, 0.5257, 5.1107)  0.02
C (1.0366, -0.1861, 3.9706)  0.02
N (0.1147, 0.3082, 3.1406)  0.26
C (-0.5081, 1.4310, 3.5382)  0.03
C (-0.1080, 2.2113, 4.6086)  0.02
H (1.1730, 2.1274, 7.5066)  0.00
H (2.5783, 2.7426, 6.6277)  0.00
H (1.0528, 3.6509, 6.5770)  0.00
H (2.2166, 0.1244, 5.7513)  0.00
H (1.5279, -1.1397, 3.7506)  0.00
H (-1.3589, 1.8559, 2.9653)  0.01
H (-0.6103, 3.1709, 4.7586)  0.00